(1)
{
  "formula": "C6H12N",
  "method": "the ωB97M-V functional and the def2-TZVPD basis",
  "e_homo_ev": -12.6,
  "total_charge": 1,
  "e_tot_ha": -290.24927,
  "e_above_lowest_kcal_mol": 45.6,
  "elements": ["C", "C", "N", "H", "H", "H", "H", "H", "H", "C", "C", "C", "C", "H", "H", "H", "H", "H", "H"],
  "coordinates": [[1.0099, -0.0898, 2.7297], [1.4494, -0.4286, 0.3671], [1.2877, 0.3487, 1.3554], [-0.0339, 0.1103, 2.9627], [1.6429, 0.4843, 3.4020], [1.2449, -1.1461, 2.8147], [1.4475, -1.5028, 0.5029], [1.6199, -0.0103, -0.6171], [1.3032, 1.3517, 1.1931], [-1.9701, 0.0689, 0.1534], [-1.3640, 0.5196, -0.9431], [-0.8273, -0.3556, -1.9851], [-0.1930, 0.1154, -3.0573], [-2.0641, -1.0002, 0.3120], [-2.4197, 0.7295, 0.8825], [-1.2525, 1.5850, -1.1296], [-1.0121, -1.4248, -1.9211], [0.1882, -0.5379, -3.8298], [-0.0566, 1.1826, -3.1923]],
  "nbo_charge": [-0.43, 0.14, -0.38, 0.25, 0.25, 0.24, 0.23, 0.25, 0.44, -0.40, -0.24, -0.27, -0.34, 0.20, 0.21, 0.21, 0.22, 0.22, 0.20]
}

=====

(2)
{
  "formula": "C6H6",
  "method": "the ωB97M-V functional and the def2-TZVPD basis",
  "e_homo_ev": -9.8,
  "e_tot_ha": -232.02190,
  "e_above_lowest_kcal_mol": 128.3,
  "elements": ["C", "C", "C", "C", "C", "C", "H", "H", "H", "H", "H", "H"],
  "coordinates": [[1.4676, 2.1079, 0.3595], [0.6059, 0.9893, -0.0245], [-0.0879, 0.0572, -0.3476], [-0.9018, -1.0896, -0.7631], [-0.7865, -3.2069, 0.5812], [-1.2536, -2.0034, 0.3993], [0.9820, 2.7449, 1.1051], [2.4062, 1.7407, 0.7858], [1.7095, 2.7280, -0.5094], [-0.3629, -1.6628, -1.5252], [-1.8301, -0.7440, -1.2319], [-1.9483, -1.6612, 1.1707]],
  "nbo_charge": [-0.68, 0.03, -0.04, -0.47, 0.26, -0.57, 0.24, 0.24, 0.24, 0.25, 0.25, 0.28]
}

=====

(3)
{
  "formula": "H10O5",
  "method": "the ωB97M-V functional and the def2-TZVPD basis",
  "e_homo_ev": -10.2,
  "smiles": "O.O.O.O.O",
  "e_tot_ha": -382.17696,
  "e_above_lowest_kcal_mol": 29.6,
  "elements": ["O", "H", "H", "O", "H", "H", "O", "H", "H", "O", "H", "H", "O", "H", "H"],
  "coordinates": [[1.9826, 0.7260, -1.2940], [1.2973, 1.2793, -0.9381], [2.4017, 0.2529, -0.6194], [0.1145, 2.1656, 0.2012], [0.3915, 3.0451, -0.0622], [-0.3230, 2.3214, 1.0128], [-1.6332, -2.4983, -1.5170], [-1.3045, -1.8487, -0.8849], [-2.4843, -2.0704, -1.7408], [-1.4501, -0.4099, 0.0118], [-0.9965, 0.4091, -0.2806], [-1.0457, -0.5734, 0.8886], [0.7557, -1.1468, 1.8867], [1.3805, -1.3752, 1.1640], [0.9135, -0.2767, 2.1717]],
  "nbo_charge": [-0.95, 0.48, 0.46, -0.96, 0.49, 0.49, -0.97, 0.48, 0.46, -0.97, 0.49, 0.49, -0.95, 0.49, 0.47]
}

=====

(4)
{
  "formula": "C3H7N2O2",
  "method": "the ωB97M-V functional and the def2-TZVPD basis",
  "e_homo_ev": [-1.3, -3.1],
  "total_charge": -1,
  "e_tot_ha": -378.37461,
  "e_above_lowest_kcal_mol": 127.7,
  "elements": ["C", "C", "C", "N", "N", "O", "O", "H", "H", "H", "H", "H", "H", "H"],
  "coordinates": [[-0.2750, -2.1559, -0.1134], [-0.8932, -0.9516, -0.1787], [-0.5925, 0.0837, -1.1034], [1.6525, 1.1612, 0.8163], [0.3487, 0.8676, 1.3098], [-0.4500, 1.9618, 1.1029], [-1.1870, 1.2008, -1.1623], [-0.5178, -2.8721, 0.6557], [0.5454, -2.4117, -0.7669], [-1.6952, -0.7394, 0.5174], [0.2774, -0.0867, -1.7684], [2.0640, 0.2800, 0.5154], [1.5863, 1.8001, 0.0145], [-0.8635, 1.8622, 0.1612]],
  "nbo_charge": [-0.57, -0.29, 0.20, -0.71, 0.01, -0.65, -0.76, 0.17, 0.16, 0.20, 0.08, 0.35, 0.33, 0.48]
}

=====

(5)
{
  "formula": "C16H29N3O2",
  "method": "the ωB97M-V functional and the def2-TZVPD basis",
  "e_homo_ev": -8.7,
  "smiles": "CC(C)CCc1noc(CN(C)CCC2CCOCC2)n1",
  "e_tot_ha": -941.77566,
  "e_above_lowest_kcal_mol": 75.3,
  "elements": ["C", "H", "H", "H", "C", "C", "H", "H", "H", "C", "H", "H", "C", "C", "N", "O", "C", "N", "C", "N", "C", "H", "H", "H", "C", "C", "H", "H", "C", "C", "H", "C", "O", "C", "C", "H", "H", "H", "H", "H", "H", "H", "H", "H", "H", "H", "H", "H", "H", "H"],
  "coordinates": [[-4.2277, 2.3913, 4.4205], [-3.1891, 2.6053, 4.6578], [-4.5824, 1.6323, 5.1143], [-4.8181, 3.2932, 4.5693], [-4.3664, 1.8943, 2.9837], [-5.7855, 1.3869, 2.7335], [-6.0260, 0.5728, 3.4133], [-5.8910, 1.0239, 1.7135], [-6.5058, 2.1873, 2.8897], [-4.0302, 2.9879, 1.9637], [-4.7516, 3.8023, 2.0589], [-4.1207, 2.5681, 0.9599], [-2.6194, 3.5696, 2.1166], [-1.5956, 2.5028, 2.0557], [-0.8219, 2.1763, 3.0513], [-0.0509, 1.1523, 2.5865], [-0.4241, 0.9367, 1.3199], [-1.3727, 1.7369, 0.9458], [0.2386, -0.1100, 0.4944], [1.5598, 0.3468, 0.0979], [2.5396, 0.1813, 1.1496], [2.6746, -0.8671, 1.4539], [2.2245, 0.7495, 2.0234], [3.4943, 0.5758, 0.8074], [1.9892, -0.1357, -1.1997], [2.1930, -1.6543, -1.3171], [1.2801, -2.1586, -0.9902], [3.0046, -1.9680, -0.6577], [2.5073, -2.1015, -2.7467], [3.8891, -1.6388, -3.2161], [3.9474, -0.5509, -3.2497], [4.1771, -2.1934, -4.6127], [4.1054, -3.5989, -4.6519], [2.8300, -4.0626, -4.2771], [2.4589, -3.6290, -2.8585], [1.4626, -4.0018, -2.6156], [3.1728, -4.0655, -2.1571], [2.8746, -5.1510, -4.3540], [2.0737, -3.6865, -4.9857], [5.1903, -1.9391, -4.9310], [3.4602, -1.7639, -5.3319], [4.6486, -2.0088, -2.5245], [1.7501, -1.6799, -3.4197], [1.2399, 0.1853, -1.9293], [2.9232, 0.3810, -1.4311], [0.2700, -1.0496, 1.0727], [-0.3787, -0.2498, -0.3936], [-2.5126, 4.0979, 3.0628], [-2.4371, 4.2677, 1.2970], [-3.6718, 1.0592, 2.8378]],
  "nbo_charge": [-0.61, 0.22, 0.21, 0.20, -0.22, -0.60, 0.21, 0.21, 0.20, -0.38, 0.20, 0.21, -0.45, 0.32, -0.16, -0.29, 0.54, -0.51, -0.29, -0.43, -0.42, 0.16, 0.22, 0.20, -0.20, -0.41, 0.20, 0.20, -0.22, -0.43, 0.21, -0.06, -0.53, -0.06, -0.42, 0.21, 0.20, 0.19, 0.15, 0.19, 0.16, 0.20, 0.19, 0.19, 0.20, 0.19, 0.24, 0.23, 0.23, 0.19]
}

=====

(6)
{
  "formula": "C32H25CaCl3N7O5S",
  "method": "the ωB97M-V functional and the def2-TZVPD basis",
  "e_homo_ev": -5.3,
  "total_charge": -1,
  "e_tot_ha": -4450.64367,
  "e_above_lowest_kcal_mol": 6.7,
  "elements": ["Ca", "O", "C", "N", "C", "C", "C", "C", "C", "C", "N", "C", "C", "C", "C", "C", "N", "H", "H", "H", "H", "H", "H", "H", "H", "H", "H", "O", "C", "C", "C", "C", "C", "C", "C", "O", "N", "N", "C", "C", "C", "C", "C", "C", "N", "H", "H", "H", "H", "H", "H", "H", "H", "H", "H", "Cl", "C", "Cl", "Cl", "C", "O", "O", "S", "C", "N", "C", "C", "C", "C", "H", "H", "H", "H", "H"],
  "coordinates": [[-0.8046, -0.7684, 0.5127], [-1.2580, -5.0335, -0.7453], [-1.4011, -3.8855, -0.2838], [-1.0242, -2.7335, -0.8024], [-0.3065, -2.8975, -2.0426], [0.3094, -1.6095, -2.5325], [0.9287, -1.5606, -3.7828], [1.4735, -0.3737, -4.2265], [1.3924, 0.7523, -3.4140], [0.7816, 0.6160, -2.1843], [0.2604, -0.5342, -1.7501], [-2.0628, -3.7740, 1.0854], [-2.4614, -4.9372, 1.7332], [-3.0342, -4.8407, 2.9874], [-3.1863, -3.5860, 3.5647], [-2.7409, -2.4831, 2.8570], [-2.1892, -2.5699, 1.6469], [-0.9535, -3.2918, -2.8386], [0.4926, -3.6466, -1.9391], [0.9652, -2.4567, -4.3896], [1.9527, -0.3185, -5.1965], [1.7995, 1.7062, -3.7201], [0.7021, 1.4603, -1.5045], [-2.3009, -5.8748, 1.2208], [-3.3553, -5.7298, 3.5164], [-3.6278, -3.4638, 4.5443], [-2.8128, -1.4853, 3.2759], [-2.5233, 4.8075, -0.2635], [-3.0709, 4.1668, -1.3063], [-3.6972, 4.9407, -2.2878], [-4.2824, 4.3435, -3.3865], [-4.2598, 2.9601, -3.5379], [-3.6419, 2.1914, -2.5691], [-3.0442, 2.7661, -1.4492], [-2.3938, 1.8555, -0.4594], [-2.3943, 0.6201, -0.6532], [-1.8324, 2.4724, 0.5927], [-1.2459, 1.5678, 1.4185], [-0.7122, 1.9992, 2.4901], [-0.0693, 1.0250, 3.3803], [0.6845, 1.4418, 4.4705], [1.3025, 0.4853, 5.2563], [1.1543, -0.8510, 4.9304], [0.3859, -1.1758, 3.8217], [-0.2284, -0.2696, 3.0708], [-2.1289, 4.0970, 0.3251], [-3.7071, 6.0154, -2.1585], [-4.7623, 4.9628, -4.1357], [-4.7169, 2.4930, -4.4005], [-3.5977, 1.1127, -2.6483], [-0.6886, 3.0602, 2.7339], [0.8000, 2.4988, 4.6701], [1.9059, 0.7816, 6.1052], [1.6372, -1.6298, 5.5039], [0.2695, -2.2084, 3.5118], [3.2606, -3.1409, 2.9089], [2.8570, -3.3773, 1.1841], [4.2659, -4.0710, 0.3704], [1.5024, -4.5059, 1.0380], [2.4490, -1.9644, 0.5974], [3.2462, -1.4553, -0.1959], [1.3709, -1.5415, 1.0375], [2.4078, 2.3616, 1.2783], [3.3010, 2.3337, -0.1384], [3.6765, 1.1465, -0.6977], [4.4040, 1.0205, -1.8243], [4.8291, 2.1147, -2.5116], [4.4587, 3.3822, -2.0034], [3.7216, 3.4913, -0.8637], [3.3672, 0.2578, -0.2637], [4.5984, 0.0000, -2.1244], [5.4128, 2.0087, -3.4130], [4.7637, 4.2783, -2.5308], [3.4263, 4.4506, -0.4654]],
  "lowdin_charge": [1.37, -0.05, -0.60, -0.07, -0.19, -0.24, -0.02, -0.07, -0.07, -0.12, 0.04, -0.20, -0.01, -0.07, -0.07, -0.15, 0.04, 0.13, 0.12, 0.11, 0.10, 0.10, 0.11, 0.11, 0.10, 0.10, 0.11, 0.03, -0.28, -0.03, -0.11, -0.11, -0.03, -0.08, -0.47, -0.13, 0.02, -0.06, -0.14, -0.30, -0.04, -0.07, -0.07, -0.15, 0.06, 0.06, 0.11, 0.09, 0.09, 0.11, 0.12, 0.11, 0.10, 0.10, 0.10, 0.58, -1.48, 0.58, 0.66, -0.80, -0.04, -0.17, 0.61, -0.81, 0.05, -0.09, -0.09, -0.08, -0.11, 0.08, 0.13, 0.09, 0.10, 0.10]
}